Entry 1:
A cluster of 9 separate species, C39H104N8O11 in total, computed with the ωB97M-V functional and the def2-TZVPD basis.

Values from the calculation:
2S+1: 1
SMILES string: COC[C@H](C)N.COC[C@H](C)N.COC[C@H](C)N.COC[C@H](C)N.COC[C@H](C)N.COC[C@H](C)N.COCCNCCOC.COCCNCCOC.CC(C)O
Net charge: 0

Geometry (Å):
C 13.2462 -17.8968 9.7809
C 11.8287 -17.4722 9.9210
C 11.0820 -17.2799 8.6518
O 11.1101 -18.4108 10.7686
H 13.3263 -18.8650 9.2921
H 13.7803 -17.8638 10.7271
H 13.7471 -17.1565 9.1275
H 11.7565 -16.5633 10.5393
H 10.0331 -17.0857 8.8558
H 11.0887 -18.2191 8.0662
H 11.4840 -16.5529 7.9390
H 10.9479 -19.2958 10.2847
C 14.2540 -26.7694 13.3047
O 13.4585 -25.7997 12.6300
C 12.7039 -24.9907 13.5263
C 11.7954 -24.0686 12.7533
N 12.3540 -22.8375 12.2805
C 12.8508 -21.9066 13.2852
C 13.6432 -20.8612 12.6480
O 14.8506 -21.4270 12.2386
C 15.7265 -20.4880 11.7190
H 13.6182 -27.5749 13.7165
H 14.9059 -26.3412 14.0682
H 14.8473 -27.2720 12.5333
H 13.3128 -24.4660 14.2810
H 12.0201 -25.6412 14.1257
H 10.8663 -23.8830 13.2960
H 11.4832 -24.6345 11.8655
H 13.1317 -23.0382 11.6504
H 13.3510 -22.3772 14.1392
H 11.9707 -21.3648 13.6724
H 13.7651 -19.9915 13.3091
H 13.1531 -20.4723 11.7416
H 15.3193 -20.0191 10.8064
H 16.6863 -20.9283 11.4451
H 15.9621 -19.6962 12.4539
C 13.4721 -14.7445 12.2040
O 14.0001 -15.8336 12.8969
C 15.4105 -16.0272 12.6674
C 15.8047 -17.2505 13.4763
N 17.2263 -17.5476 13.3261
C 18.1275 -16.6170 13.9992
C 19.5760 -17.1112 13.9626
O 19.8920 -17.8552 15.1322
C 21.2470 -17.8040 15.4628
H 13.7253 -14.7525 11.1270
H 13.8262 -13.7834 12.6093
H 12.3867 -14.8078 12.2645
H 15.9203 -15.1338 13.0813
H 15.6377 -16.1683 11.6009
H 15.2015 -18.0800 13.0983
H 15.5350 -17.0576 14.5329
H 17.4499 -18.4767 13.6703
H 17.8717 -16.3777 15.0487
H 18.1461 -15.6612 13.4594
H 20.2097 -16.2043 13.8975
H 19.8150 -17.6776 13.0495
H 21.5791 -16.7831 15.7038
H 21.8742 -18.2349 14.6789
H 21.3302 -18.3635 16.3970
C 8.7818 -22.0415 10.5951
C 9.7389 -21.8441 9.4762
C 9.2239 -20.9874 8.3623
O 8.2863 -21.7203 7.6434
C 7.7208 -20.9895 6.6292
N 10.9597 -21.2228 10.0544
H 8.5212 -21.1375 11.1459
H 9.1387 -22.7850 11.3197
H 7.8413 -22.5029 10.2443
H 10.0210 -22.8314 9.0736
H 10.0683 -20.6843 7.7009
H 8.8141 -20.0198 8.7223
H 7.2458 -20.0821 7.0310
H 7.0010 -21.5920 6.0854
H 8.4825 -20.6615 5.9020
H 11.3167 -21.8315 10.8361
H 11.7707 -21.4600 9.3726
C 13.0533 -23.3500 6.6648
C 13.9104 -22.1852 7.2531
C 13.6324 -20.8992 6.5044
O 14.5658 -19.9202 6.9029
C 14.5091 -18.8266 6.0980
N 13.5425 -22.0092 8.7230
H 13.3876 -24.3045 7.0777
H 13.1842 -23.4823 5.5759
H 11.9847 -23.1736 6.7967
H 14.9766 -22.4629 7.1985
H 12.6100 -20.5638 6.7718
H 13.7297 -21.0689 5.4229
H 13.5626 -18.2908 6.2387
H 14.4850 -19.1539 5.0397
H 15.3710 -18.1784 6.1769
H 13.9787 -21.1118 9.0043
H 14.0513 -22.7073 9.2693
C 12.6507 -15.1188 5.3625
C 12.7156 -13.6364 5.0138
C 11.3488 -12.9852 5.1766
O 10.4487 -13.5693 4.2839
C 9.2121 -13.0550 4.4373
N 13.7143 -12.9827 5.8664
H 13.6262 -15.5842 5.1665
H 11.9224 -15.6415 4.7458
H 12.4154 -15.2332 6.4251
H 12.9606 -13.5559 3.9348
H 11.4574 -11.8958 4.9877
H 10.9681 -13.1040 6.2097
H 8.6287 -13.2249 3.5391
H 9.2803 -11.9598 4.5632
H 8.6887 -13.4465 5.3177
H 14.4595 -13.6138 6.0947
H 14.0524 -12.1122 5.4909
C 9.8943 -16.5251 13.8878
C 10.7243 -17.6995 14.4319
C 9.8771 -18.9665 14.5333
O 8.7371 -18.8375 15.2919
C 9.0000 -18.8808 16.7284
N 11.8881 -18.0410 13.5208
H 8.9736 -16.3810 14.4694
H 9.6724 -16.6523 12.8272
H 10.4323 -15.5763 14.0284
H 11.2139 -17.4528 15.3830
H 10.4731 -19.8686 14.7482
H 9.5424 -19.1763 13.5007
H 8.1429 -18.4011 17.2183
H 9.8289 -18.2114 17.0230
H 9.1628 -19.9147 17.0483
H 11.5746 -18.2331 12.5419
H 12.4169 -17.1595 13.4198
C 11.9758 -18.8443 3.7822
C 10.7238 -18.8353 2.9411
C 9.6428 -17.9297 3.4065
O 9.2648 -18.3173 4.7231
C 8.2073 -17.5815 5.1751
N 11.0959 -18.4469 1.5816
H 11.7695 -18.9586 4.8475
H 12.4690 -17.8633 3.6999
H 12.6908 -19.5853 3.4330
H 10.3092 -19.8603 2.9461
H 8.7722 -18.0290 2.7250
H 9.9557 -16.8693 3.3729
H 7.2743 -17.8639 4.6552
H 8.3055 -16.4896 5.0154
H 8.1063 -17.7175 6.2472
H 11.9418 -18.9182 1.2643
H 10.3990 -18.7984 0.9121
C 8.6340 -11.7772 13.0190
C 7.5905 -12.7758 12.4986
C 8.1811 -13.8796 11.6446
O 9.0054 -13.3069 10.6488
C 9.4517 -14.2543 9.7759
N 6.9541 -13.4259 13.7068
H 8.1270 -11.0087 13.6031
H 9.2385 -11.3367 12.2322
H 9.3063 -12.3168 13.6979
H 6.8140 -12.2059 11.9534
H 7.3740 -14.4874 11.1971
H 8.7503 -14.5274 12.3405
H 10.1490 -14.9560 10.2624
H 10.0490 -13.8353 8.9590
H 8.6128 -14.7774 9.3085
H 6.5231 -12.6801 14.2662
H 6.1158 -13.9453 13.3986

***

Entry 2:
A cluster of 14 separate species, C39H106O14 in total, computed with the ωB97M-V functional and the def2-TZVPD basis.

Values from the calculation:
2S+1: 1
Net charge: 0

Geometry (Å):
C 4.6290 3.7362 -2.1408
C 3.4962 2.6838 -2.1861
O 2.9523 2.5304 -0.9178
H 5.0265 4.0038 -3.1324
H 5.5067 3.4100 -1.5770
H 4.1640 4.6363 -1.6654
H 3.8592 1.7056 -2.5763
H 2.7102 3.0198 -2.8645
H 2.0103 2.2764 -0.9565
C -0.7387 1.9086 6.0715
C -1.1801 1.5896 4.6220
O -2.5519 1.1132 4.5676
H 0.3810 1.9296 6.1106
H -1.1428 1.2290 6.7569
H -1.0416 2.9272 6.3873
H -0.5675 0.7844 4.1646
H -1.1131 2.5108 4.0177
H -2.8302 1.3345 3.6737
C -1.2397 -5.5754 -3.1666
C -0.5785 -4.3675 -2.4252
O -1.4211 -3.7101 -1.4981
H -0.5686 -6.0135 -3.9239
H -2.1869 -5.2640 -3.6330
H -1.3808 -6.4096 -2.3788
H -0.2679 -3.5526 -3.0589
H 0.3505 -4.6083 -1.9006
H -1.4509 -4.1698 -0.6503
C 1.8176 0.7807 -5.9707
C 2.2734 -0.6720 -5.9795
C 1.2433 -1.6101 -5.4765
O 2.5392 -1.1680 -7.3128
H 0.8878 0.8020 -6.5752
H 2.6224 1.4970 -6.2398
H 1.5828 1.0795 -4.9499
H 3.2249 -0.7117 -5.4406
H 0.4855 -1.6129 -6.2556
H 0.8884 -1.1599 -4.5475
H 1.5735 -2.6509 -5.3741
H 3.3237 -0.6947 -7.6786
C 0.9339 -2.7308 5.7290
C -0.3614 -3.0636 6.4474
C -1.1943 -1.9007 6.9814
O -1.1314 -3.8339 5.5313
H 1.5621 -2.1422 6.3951
H 0.6585 -2.1724 4.8209
H 1.5335 -3.6567 5.5776
H -0.1135 -3.7087 7.3344
H -1.4427 -1.1427 6.2276
H -0.6986 -1.4446 7.8035
H -2.1149 -2.2349 7.4431
H -1.8545 -4.1875 6.0471
C -3.2270 -2.6022 -4.7061
C -3.3313 -1.6083 -3.5840
C -4.2566 -0.4443 -3.8785
O -3.7622 -2.2485 -2.3921
H -3.0160 -3.5736 -4.2178
H -2.4997 -2.3844 -5.4922
H -4.1747 -2.7650 -5.1623
H -2.3501 -1.1272 -3.4038
H -4.3288 0.2734 -3.0504
H -5.2627 -0.8692 -4.1329
H -3.8628 0.0883 -4.8081
H -3.0375 -2.8084 -2.0966
C 3.6494 -3.8513 -2.8596
C 3.4976 -2.5767 -2.0776
C 3.2013 -2.8466 -0.6381
O 4.7144 -1.8199 -2.1231
H 4.4370 -4.4995 -2.4414
H 3.9459 -3.5615 -3.9121
H 2.6823 -4.4249 -2.8701
H 2.6240 -2.0134 -2.4501
H 4.0946 -3.2181 -0.1163
H 2.3792 -3.5786 -0.5129
H 2.9092 -2.0005 -0.0036
H 4.7515 -1.1528 -1.3996
C 2.0593 3.5487 2.0620
C 1.6794 4.9838 2.1372
C 2.6301 5.9412 1.4442
O 0.3311 5.0829 1.7410
H 1.8256 3.0853 1.0666
H 1.4985 2.9519 2.7632
H 3.1292 3.3556 2.2310
H 1.7486 5.2180 3.2017
H 2.8095 5.5642 0.4539
H 3.5698 6.0328 1.8768
H 2.1254 6.9444 1.3667
H 0.0360 5.9312 2.0311
C 0.2421 -6.1767 2.2912
C -0.7244 -5.0574 1.9949
C -0.0651 -3.7150 1.8986
O -1.5034 -5.2944 0.7692
H 0.9288 -5.9675 3.1514
H 0.8681 -6.3974 1.4355
H -0.2990 -7.1155 2.5074
H -1.4143 -5.0663 2.8558
H 0.6366 -3.5775 1.0783
H 0.3196 -3.4699 2.9175
H -0.8515 -2.9700 1.7146
H -1.4498 -6.2024 0.4742
C -3.8761 -2.8214 0.9914
C -5.0506 -1.8554 0.8616
C -5.2882 -1.2342 2.2678
O -4.6961 -0.7284 -0.0667
H -3.0166 -2.1670 1.1517
H -3.7305 -3.4145 0.0492
H -3.9583 -3.4891 1.7843
H -6.0141 -2.2893 0.3861
H -5.8828 -1.8954 2.8706
H -5.6814 -0.2473 2.3689
H -4.2663 -1.1784 2.7195
H -4.4833 -1.0789 -0.9337
C -4.9900 3.0908 0.2277
C -3.6303 2.7550 0.8715
C -3.0530 3.8415 1.7844
O -3.7170 1.6170 1.7136
H -4.8532 3.9902 -0.3401
H -5.7611 3.2373 0.9391
H -5.3162 2.2597 -0.3690
H -2.8834 2.5119 0.1185
H -3.1000 4.7995 1.2839
H -2.0374 3.6982 2.0349
H -3.6737 3.8671 2.7247
H -3.8616 0.8397 1.1312
C -1.0961 5.1900 -3.0837
C -0.8074 5.7060 -1.6957
C -2.1461 6.1027 -1.0220
O 0.0214 4.8280 -1.0170
H -1.6799 4.3019 -3.0581
H -0.1990 4.9872 -3.6772
H -1.7013 5.7657 -3.7487
H -0.2761 6.6589 -1.8960
H -2.7973 5.2957 -0.9498
H -2.5782 6.9229 -1.5951
H -1.9787 6.5731 -0.0517
H -0.1076 4.9139 -0.0791
C 0.0273 -0.2597 -1.0732
C -0.4729 1.1075 -0.7469
C -0.3899 1.2163 0.8356
O 0.3031 2.0133 -1.4656
H -0.7251 -1.0194 -0.8102
H 0.9949 -0.4494 -0.5665
H 0.2494 -0.4393 -2.1048
H -1.5275 1.2926 -1.0767
H -0.7929 2.1830 1.1825
H 0.5973 1.0684 1.2230
H -1.0691 0.5514 1.4363
H 0.0151 2.9612 -1.3273
C 4.7504 0.6304 1.9364
C 5.7565 0.8041 0.7677
C 6.8873 -0.1770 0.8281
O 5.0277 0.6150 -0.4905
H 5.0049 1.1001 2.8550
H 4.7640 -0.4921 2.0641
H 3.6930 0.8550 1.6409
H 6.1636 1.8148 0.7852
H 7.5404 -0.0660 1.6868
H 7.5692 -0.0983 0.0144
H 6.4997 -1.1820 0.8125
H 4.3295 1.2798 -0.4959

***

The calculation returns the following HOMO level values, one per record and in order: -0.306, -0.352 Ha.
The calculation returns the following energy relative to the best compared isomer or geometry (same formula, charge and spin) values, one per record and in order: 0.0000, 1.6536 eV.
The calculation returns the following DFT total energy values, one per record and in order: -2813.7861, -2602.7866 a.u..